(1)
Below is a molecular structure, C34H35Br2N7O2S2V, with properties calculated with ωB97M-V/def2-TZVPD.

Properties
⟨S²⟩ = 0.80
total charge = 0
relative energy (zero: lowest compared OMol25 entry of this formula, charge and spin) = 2.3 kcal per mole
orbital gap (alpha / beta) = 6.4 / 6.6 eV
F_max = 0.334 eV Å⁻¹
multiplicity = 2

Each line ends with the Löwdin charge.
Cartesian coordinates (Å):
1 V -0.992 0.146 0.707  0.870
2 C -0.364 1.187 4.833  -0.016
3 C -0.709 1.439 3.387  -0.474
4 O -0.113 0.676 2.544  -0.156
5 C -1.587 2.459 3.061  -0.036
6 C -1.685 2.941 1.713  -0.318
7 C -1.936 4.397 1.453  -0.028
8 N -1.426 2.130 0.736  -0.060
9 N -1.122 2.685 -0.514  0.100
10 C -0.170 1.981 -1.045  -0.451
11 O 0.377 0.947 -0.472  -0.152
12 C 0.359 2.373 -2.378  -0.140
13 C -0.187 3.442 -3.086  -0.032
14 C 0.312 3.781 -4.332  -0.087
15 C 1.363 3.056 -4.883  -0.095
16 C 1.910 1.993 -4.180  -0.081
17 C 1.409 1.649 -2.933  -0.015
18 H 0.712 1.311 4.968  0.082
19 H -0.605 0.153 5.089  0.077
20 H -0.889 1.859 5.510  0.074
21 H -1.971 3.081 3.857  0.093
22 H -2.403 4.860 2.321  0.073
23 H -2.558 4.529 0.570  0.074
24 H -0.990 4.902 1.255  0.089
25 H -1.004 3.995 -2.643  0.106
26 H -0.118 4.611 -4.877  0.098
27 H 1.754 3.321 -5.858  0.097
28 H 2.729 1.425 -4.605  0.078
29 H 1.825 0.823 -2.372  0.100
30 Br 2.541 -5.406 2.138  0.776
31 C 1.547 -3.867 1.687  -0.661
32 C 2.012 -2.999 0.723  -0.078
33 C 1.238 -1.882 0.441  -0.076
34 N 0.092 -1.643 1.066  0.051
35 C -0.368 -2.495 1.994  -0.169
36 C 0.344 -3.627 2.339  -0.047
37 C -1.688 -2.132 2.590  -0.168
38 C -2.375 -2.958 3.469  -0.043
39 C -3.593 -2.522 3.957  -0.670
40 Br -4.559 -3.610 5.155  0.783
41 C -4.105 -1.297 3.567  -0.077
42 C -3.359 -0.547 2.674  -0.083
43 N -2.188 -0.956 2.199  0.053
44 H 2.937 -3.151 0.187  0.097
45 H 1.563 -1.152 -0.286  0.084
46 H -0.009 -4.314 3.093  0.102
47 H -1.982 -3.918 3.766  0.104
48 H -5.053 -0.935 3.937  0.110
49 H -3.701 0.418 2.323  0.124
50 C 3.394 0.807 2.442  -0.063
51 C 4.219 0.564 1.220  -0.624
52 N 3.785 -0.067 0.176  0.103
53 C 4.738 -0.143 -0.811  -0.334
54 C 5.932 0.428 -0.503  -0.354
55 S 5.859 1.096 1.072  1.050
56 C 4.359 -0.773 -2.083  -0.337
57 C 4.849 -0.455 -3.311  -0.356
58 S 4.078 -1.409 -4.503  1.051
59 C 3.134 -2.168 -3.277  -0.640
60 N 3.388 -1.748 -2.077  0.098
61 C 2.113 -3.213 -3.590  -0.070
62 H 2.337 0.699 2.197  0.060
63 H 3.564 1.806 2.841  0.077
64 H 3.646 0.087 3.223  0.083
65 H 6.823 0.476 -1.106  0.073
66 H 5.578 0.298 -3.561  0.079
67 H 2.026 -3.383 -4.661  0.069
68 H 1.143 -2.897 -3.205  0.078
69 H 2.380 -4.154 -3.107  0.083
70 C -4.154 0.602 -1.282  -0.045
71 C -3.174 -0.574 -1.330  -0.691
72 C -3.877 -1.872 -0.923  -0.050
73 C -2.593 -0.712 -2.741  -0.042
74 N -2.095 -0.306 -0.426  -0.067
75 H -4.961 0.461 -2.005  0.082
76 H -3.628 1.532 -1.505  0.074
77 H -4.593 0.690 -0.286  0.072
78 H -4.692 -2.103 -1.612  0.082
79 H -4.293 -1.786 0.083  0.066
80 H -3.170 -2.704 -0.933  0.079
81 H -3.383 -0.909 -3.470  0.082
82 H -1.876 -1.535 -2.771  0.075
83 H -2.073 0.205 -3.023  0.079

Atomic forces in eV per Å
V -0.229 -0.151 0.191
C 0.013 0.015 -0.014
C -0.124 0.127 0.015
O 0.008 -0.109 0.012
C 0.065 -0.035 -0.033
C -0.001 -0.128 -0.021
C -0.023 0.009 0.007
N 0.035 0.177 -0.082
N -0.170 0.216 0.019
C 0.211 0.008 -0.011
O 0.034 -0.091 -0.079
C -0.033 0.039 -0.020
C -0.006 0.007 -0.009
C 0.023 -0.031 0.004
C -0.018 0.013 0.011
C 0.019 -0.004 -0.027
C 0.024 -0.002 -0.002
H -0.001 -0.013 0.000
H -0.003 -0.001 0.005
H -0.005 -0.003 -0.002
H 0.003 0.008 -0.002
H 0.005 0.001 0.002
H 0.004 -0.002 0.001
H 0.003 0.004 0.011
H 0.001 -0.003 0.006
H 0.000 0.001 -0.002
H -0.003 0.005 -0.002
H -0.007 0.005 0.008
H 0.005 -0.015 0.011
Br 0.004 0.008 -0.005
C 0.004 0.015 -0.006
C -0.024 -0.036 0.006
C 0.049 -0.070 0.076
N -0.066 -0.062 -0.067
C -0.046 0.081 -0.016
C -0.019 -0.047 0.022
C 0.120 0.003 -0.073
C 0.029 -0.031 0.023
C -0.024 0.057 -0.023
Br 0.000 -0.001 0.001
C 0.023 -0.048 0.033
C 0.004 -0.005 0.006
N 0.079 0.010 0.080
H 0.008 0.010 0.006
H 0.011 0.026 -0.022
H -0.001 0.009 -0.004
H -0.003 0.008 0.005
H -0.001 -0.005 0.002
H -0.002 -0.010 -0.010
C 0.035 -0.016 0.012
C -0.068 -0.054 -0.036
N -0.061 0.004 0.034
C -0.045 0.024 0.002
C -0.008 -0.028 -0.001
S 0.032 0.060 -0.018
C 0.020 0.014 0.066
C 0.022 -0.024 0.006
S -0.005 0.004 -0.019
C 0.015 -0.012 0.035
N -0.001 0.002 -0.073
C -0.003 0.016 0.006
H 0.027 0.015 -0.013
H -0.001 0.009 0.001
H 0.001 -0.001 -0.005
H 0.009 0.004 0.012
H -0.006 0.003 -0.005
H -0.002 0.002 0.000
H -0.005 -0.009 -0.011
H 0.001 0.002 0.000
C -0.002 0.004 0.007
C -0.006 -0.014 -0.013
C -0.001 -0.008 -0.001
C -0.010 0.017 0.013
N 0.072 0.011 -0.027
H -0.001 0.007 0.000
H 0.000 0.001 -0.009
H 0.003 -0.005 0.000
H 0.000 0.001 -0.001
H 0.009 0.008 0.009
H 0.000 0.005 0.004
H 0.000 0.001 0.002
H 0.004 0.000 -0.004
H 0.002 -0.002 -0.002

=====

(2)
Below is a molecular structure, C3H9NS at a distorted geometry, with properties calculated with ωB97M-V/def2-TZVPD.

Properties
total charge = 0
relative energy (zero: lowest compared OMol25 entry of this formula, charge and spin) = 81.2 kcal per mole
orbital gap = 9.5 eV
F_max = 5.589 eV Å⁻¹
multiplicity = 1

Each line ends with the Löwdin charge.
Cartesian coordinates (Å):
1 C 0.159 1.057 -0.306  -0.367
2 C -0.509 -0.067 -0.995  -0.259
3 C -0.501 -1.343 -0.089  -0.548
4 H -0.696 0.568 1.768  0.212
5 H 0.742 2.060 1.183  0.063
6 H 1.233 1.230 -0.564  0.115
7 H -0.206 2.010 -0.567  0.074
8 H -0.029 -0.571 -1.991  0.162
9 H -1.537 0.215 -1.134  0.094
10 H -0.924 -1.940 -0.761  -0.003
11 H -1.011 -1.243 0.855  0.038
12 H 1.627 -0.960 1.134  -0.090
13 N 0.447 1.050 1.203  -0.092
14 S 1.205 -2.065 0.263  0.601

Atomic forces in eV per Å
C 3.860 0.966 0.722
C 1.392 -2.776 -0.121
C 2.795 2.615 1.322
H 4.326 3.106 -1.696
H -1.272 -1.006 1.857
H -0.493 -0.774 -0.815
H -1.330 1.029 -0.425
H -0.965 2.223 2.056
H -0.604 -0.182 -0.519
H -2.050 -3.568 -1.767
H -0.380 -0.112 0.057
H -0.761 -1.756 -1.482
N -4.157 -2.030 -0.278
S -0.362 2.265 1.088

=====

(3)
Below is 2 unconnected molecules or ions with the total composition C4H2F2O at a distorted geometry, with properties calculated with ωB97M-V/def2-TZVPD.

Properties
total charge = 0
relative energy (zero: lowest compared OMol25 entry of this formula, charge and spin) = 97.9 kcal per mole
orbital gap = 8.1 eV
F_max = 2.910 eV Å⁻¹
multiplicity = 1

Each line ends with the Löwdin charge.
Cartesian coordinates (Å):
1 C -0.728 1.879 0.204  0.145
2 C 0.012 0.886 -0.396  -0.219
3 C -1.291 0.520 0.323  -0.298
4 C 0.741 0.383 -1.384  -0.103
5 O 1.276 0.027 -2.318  0.266
6 F -1.048 -0.326 1.364  0.011
7 F 0.445 -1.827 -0.328  -0.041
8 H -1.976 0.226 -0.457  0.133
9 H -0.101 -2.303 0.254  0.107

Atomic forces in eV per Å
C 0.488 0.790 0.708
C -0.234 -0.297 -0.418
C 2.113 -0.568 -1.918
C -1.271 1.583 1.081
O 0.697 -0.660 -0.593
F -0.979 0.275 0.335
F 0.017 -0.683 0.045
H -0.945 -0.650 0.778
H 0.112 0.211 -0.017